[1]
Formula: C22H46BINO6
Source: the Open Molecules 2025 dataset
Level of theory: ωB97M-V/def2-TZVPD

CARTESIAN COORDINATES (ANGSTROEM)
C (3.912, 1.314, 2.071)
C (2.535, 1.387, 1.702)
C (0.886, 1.353, 1.416)
C (0.589, 0.364, 0.100)
O (-0.522, 0.924, -0.618)
C (-1.763, 0.156, -0.602)
B (-2.580, 0.510, 0.754)
O (-2.117, 0.368, 2.158)
O (-3.997, 0.997, 0.597)
C (-4.654, 1.117, 1.909)
C (-1.385, -1.388, -0.930)
C (-2.540, -2.337, -1.577)
C (-4.093, -1.898, -1.350)
C (-4.790, -2.425, 0.035)
C (-4.915, -4.080, 0.131)
N (-0.510, -2.076, 0.140)
I (-1.536, -3.082, 1.606)
C (0.567, -1.147, 0.635)
C (2.048, -1.826, 0.255)
C (2.396, -3.166, 1.133)
O (3.655, -3.726, 0.540)
C (4.266, -4.710, 1.446)
C (4.179, -6.175, 0.644)
H (4.862, 1.020, 2.733)
H (0.597, 2.480, 1.195)
H (0.412, 0.950, 2.407)
H (1.563, 0.497, -0.580)
H (-2.416, 0.552, -1.521)
H (-1.890, 1.328, 2.426)
H (-4.711, 0.123, 2.526)
H (-4.148, 2.016, 2.468)
H (-5.786, 1.447, 1.722)
H (-0.584, -1.279, -1.820)
H (-2.470, -3.489, -1.266)
H (-2.398, -2.370, -2.764)
H (-4.279, -0.726, -1.443)
H (-4.719, -2.384, -2.242)
H (-4.332, -1.945, 1.024)
H (-5.919, -2.037, 0.011)
H (-4.508, -4.370, 1.206)
H (-6.037, -4.431, 0.089)
H (-4.329, -4.609, -0.734)
H (0.000, -2.831, -0.415)
H (0.526, -1.174, 1.828)
H (2.026, -2.169, -0.884)
H (2.911, -1.007, 0.308)
H (1.509, -3.921, 0.994)
H (2.569, -2.823, 2.248)
H (5.423, -4.439, 1.520)
H (3.755, -4.733, 2.498)
H (3.283, -6.091, -0.138)
H (5.183, -6.309, 0.045)
H (3.960, -7.059, 1.381)
C (6.200, 5.574, 1.204)
C (6.194, 5.348, 2.708)
C (7.171, 4.255, 3.108)
O (4.881, 4.985, 3.125)
H (5.897, 4.666, 0.670)
H (5.483, 6.355, 0.929)
H (7.193, 5.871, 0.853)
H (6.455, 6.281, 3.221)
H (6.903, 3.300, 2.642)
H (7.147, 4.095, 4.191)
H (8.194, 4.512, 2.814)
H (4.641, 4.158, 2.675)
C (-3.474, 2.845, -5.806)
C (-4.314, 2.214, -4.707)
C (-4.063, 2.882, -3.365)
O (-4.000, 0.827, -4.610)
H (-2.405, 2.738, -5.593)
H (-3.656, 2.345, -6.764)
H (-3.704, 3.909, -5.917)
H (-5.376, 2.292, -4.965)
H (-3.015, 2.777, -3.065)
H (-4.665, 2.410, -2.581)
H (-4.311, 3.947, -3.402)
H (-3.059, 0.748, -4.382)

Output
LUMO level = -4.754 eV
electronic energy = -46095.011 eV
net charge = +1
maximum force = 10.2 eV/A

Atomic partial charges in e from the Löwdin method, atoms 1 to 6:
1. C 0.053
2. C -0.071
3. C -0.100
4. C -0.252
5. O -0.106
6. C -0.123

[2]
Formula: C9H13NO3S
Source: the Open Molecules 2025 dataset
Level of theory: ωB97M-V/def2-TZVPD

CARTESIAN COORDINATES (ANGSTROEM)
C (4.360, 0.232, 0.609)
C (3.485, -0.719, 1.095)
C (3.887, 1.109, -0.395)
C (2.131, -0.694, 0.728)
C (2.584, 1.104, -0.761)
C (1.647, 0.228, -0.192)
C (-3.384, -1.945, 0.312)
C (0.189, 0.313, -0.549)
C (-2.241, 1.517, 0.371)
N (-2.550, 2.032, -0.881)
O (-0.374, 0.663, 1.940)
O (0.116, 2.688, 0.458)
O (-2.989, 0.457, 0.833)
S (-0.509, 1.414, 0.709)
H (5.264, 0.092, 1.049)
H (3.871, -1.530, 1.858)
H (4.502, 1.860, -0.839)
H (1.503, -1.450, 1.159)
H (2.360, 1.751, -1.480)
H (-3.241, -2.453, -0.565)
H (-2.922, -2.322, 1.102)
H (-4.204, -1.414, 0.616)
H (-0.178, -0.740, -0.460)
H (0.191, 0.681, -1.595)
H (-3.413, 1.664, -1.292)
H (-1.679, 2.086, -1.344)
H (-3.077, 0.439, 1.785)

Output
LUMO level (spin up / spin down) = -0.150 / 0.340 eV
electronic energy = -28005.829 eV
net charge = 0
maximum force = 4.4 eV/A

Atomic partial charges in e from the Löwdin method, atoms 1 to 6:
1. C -0.069
2. C -0.083
3. C -0.060
4. C -0.051
5. C -0.056
6. C -0.279

[3]
Formula: C2H3Cl3
Source: the Open Molecules 2025 dataset
Level of theory: ωB97M-V/def2-TZVPD

CARTESIAN COORDINATES (ANGSTROEM)
C (0.552, -0.391, 0.426)
C (-0.501, 0.315, -0.396)
H (0.578, -0.035, 1.438)
H (0.557, -1.480, 0.227)
H (-0.395, 0.029, -1.442)
Cl (2.253, 0.160, -0.172)
Cl (-2.176, -0.585, -0.090)
Cl (-0.868, 1.986, 0.009)

Output
LUMO level = 0.345 eV
electronic energy = -39689.666 eV
structure (SMILES) = ClCC(Cl)Cl
net charge = 0
maximum force = 2.5 eV/A

Atomic partial charges in e from the Löwdin method, atoms 1 to 6:
1. C -0.584
2. C -1.074
3. H 0.054
4. H 0.079
5. H 0.055
6. Cl 0.461

[4]
Formula: C3H8N4
Source: the Open Molecules 2025 dataset
Level of theory: ωB97M-V/def2-TZVPD

CARTESIAN COORDINATES (ANGSTROEM)
C (0.521, -0.428, -1.207)
C (0.043, -1.901, -1.217)
C (0.632, 0.459, 2.243)
N (-2.844, 0.013, 1.945)
N (-1.748, 0.205, 2.000)
N (-0.233, 0.378, -0.621)
N (-0.730, 0.745, 1.875)
H (1.377, -0.007, -1.823)
H (0.878, -2.603, -1.038)
H (-0.701, -1.962, -2.020)
H (-0.565, -1.986, -0.388)
H (0.968, 1.206, 2.944)
H (0.691, -0.597, 2.587)
H (1.231, 0.555, 1.305)
H (-1.026, 0.024, -0.104)

Output
LUMO level = 0.805 eV
electronic energy = -9197.020 eV
net charge = 0
maximum force = 5.1 eV/A

Atomic partial charges in e from the Löwdin method, atoms 1 to 6:
1. C -0.274
2. C -0.074
3. C -0.082
4. N 0.166
5. N -0.279
6. N 0.048

[5]
Formula: C2H5N3O
Source: the Open Molecules 2025 dataset
Level of theory: ωB97M-V/def2-TZVPD

CARTESIAN COORDINATES (ANGSTROEM)
N (1.534, -0.067, 1.465)
C (1.077, 0.058, 0.169)
O (1.785, 0.252, -0.799)
N (-0.304, -0.024, 0.110)
C (-1.083, 0.108, -1.024)
N (-2.345, 0.094, -0.868)
H (2.532, -0.162, 1.558)
H (0.993, -0.619, 2.115)
H (-0.838, -0.046, 0.967)
H (-0.510, 0.214, -1.949)
H (-2.842, 0.193, -1.745)

Output
LUMO level = 0.797 eV
electronic energy = -8673.626 eV
structure (SMILES) = [H]/N=C/NC(N)=O
net charge = 0
maximum force = 0.4 eV/A

Atomic partial charges in e from the Löwdin method, atoms 1 to 6:
1. N 0.148
2. C -0.599
3. O 0.058
4. N 0.078
5. C -0.269
6. N 0.077

[6]
Formula: Br2OS2
Source: the Open Molecules 2025 dataset
Level of theory: ωB97M-V/def2-TZVPD

CARTESIAN COORDINATES (ANGSTROEM)
O (-1.149, -0.541, -0.264)
S (-0.852, 0.706, 0.525)
S (0.340, -1.116, -1.610)
Br (0.241, 0.331, 2.500)
Br (1.421, 0.619, -1.151)

Output
LUMO level = -1.583 eV
electronic energy = -163800.854 eV
net charge = 0
maximum force = 1.2 eV/A

The net atomic charges from Löwdin, expressed in e, are:
1. O -0.945
2. S 0.322
3. S 0.225
4. Br 0.157
5. Br 0.241